Entry 1:
C19H14Co2NO6S as an isolated structure. Source: the OMol25 dataset; level of theory: wB97M-V/def2-TZVPD.

Geometry as ORCA input:
```
! RIJCOSX wB97M-V def2-TZVPD def2/J DEFGRID3
* xyz -1 1
C -0.941 4.097 -0.331
C 0.446 3.716 -0.597
N 0.705 2.431 -1.022
C 2.162 2.131 -1.447
C 2.936 3.318 -0.940
S 1.812 4.665 -0.394
H -1.684 3.497 -0.877
H -1.176 4.045 0.744
H -1.065 5.138 -0.648
H 2.462 1.167 -1.020
H 2.201 2.042 -2.539
H 3.547 3.071 -0.065
H 3.562 3.754 -1.722
O -2.985 1.144 -0.529
C -1.912 0.963 -0.111
Co -0.327 0.411 0.536
C -0.225 1.486 -1.033
O -0.545 1.106 -2.282
C 0.425 1.461 1.734
O 0.747 2.182 2.583
C -0.243 -1.737 0.063
C -1.227 -2.528 0.777
C -1.097 -2.644 2.179
C -2.115 -3.202 2.951
C -3.262 -3.717 2.344
C -3.363 -3.693 0.944
C -2.350 -3.131 0.161
C 0.069 -0.800 -0.919
C -0.233 -0.319 -2.265
Co 1.523 -1.490 -0.075
C 2.266 -0.431 1.232
O 3.022 0.008 1.996
C 2.689 -1.318 -1.367
O 3.521 -1.214 -2.180
C 1.922 -3.168 0.192
O 2.186 -4.288 0.350
H -0.195 -2.257 2.658
H -2.007 -3.225 4.034
H -4.066 -4.136 2.952
H -4.242 -4.112 0.458
H -2.420 -3.139 -0.930
H 0.615 -0.471 -2.942
H -1.137 -0.813 -2.657
*
```

Properties
* LUMO: 2.54 eV
* energy above the lowest of the compared OMol25 structures with the same formula, charge and spin: 2.4879 eV

***

Entry 2:
One molecule with the formula C19H14F2N4O2. Source: the OMol25 dataset; level of theory: wB97M-V/def2-TZVPD.

Geometry as ORCA input:
```
! RIJCOSX wB97M-V def2-TZVPD def2/J DEFGRID3
* xyz 0 1
F -4.269 -2.599 -6.978
F -2.284 0.572 7.909
N 1.875 0.302 1.217
N 1.271 -0.201 -1.096
N -2.242 -1.714 -7.671
O -1.476 -0.941 -3.631
O -1.426 3.041 2.837
C 1.303 0.409 2.400
C 0.992 -0.061 0.183
C -0.147 0.167 2.692
C -0.928 -0.300 1.654
C -0.871 -0.723 -0.735
C 0.102 -0.686 -1.675
C -1.092 -1.140 -7.307
C -3.084 -2.029 -6.692
C -1.539 -0.813 6.075
C -0.750 -0.854 -5.988
C -2.853 -1.736 -5.360
C -1.014 -0.895 4.783
C -1.499 1.569 5.949
C -1.770 0.417 6.672
C -1.662 -1.153 -4.976
C -0.671 0.266 4.054
C -0.923 1.548 4.677
N -0.302 -0.364 0.414
C -0.072 -0.826 -3.187
C -0.558 2.873 3.987
H -1.237 2.373 2.138
H 1.933 0.709 3.208
H -2.004 -0.525 1.670
H -1.906 -1.028 -0.909
H -0.383 -0.793 -8.065
H -1.746 -1.748 6.617
H 0.169 -0.368 -5.779
H -3.636 -1.942 -4.632
H -0.891 -1.897 4.338
H -1.778 2.482 6.437
H 0.356 0.065 -3.625
H 0.448 -1.744 -3.459
H 0.500 2.948 3.765
H -0.762 3.701 4.639
*
```

Properties
* LUMO: -0.39 eV

***

Entry 3:
C19H14IN3O2OsSe2 as an isolated structure. Source: the OMol25 dataset; level of theory: wB97M-V/def2-TZVPD.

Geometry as ORCA input:
```
! RIJCOSX wB97M-V def2-TZVPD def2/J DEFGRID3
* xyz 2 1
Os -0.146 0.979 0.661
Se 1.185 1.941 2.568
Se 3.234 0.890 2.229
C 2.884 0.173 0.506
C 4.007 -0.338 -0.132
C 3.878 -0.922 -1.376
C 2.618 -0.974 -1.959
C 1.552 -0.438 -1.281
N 1.660 0.139 -0.058
C 0.263 0.466 3.387
C 0.197 0.055 4.696
C -0.568 -1.079 4.954
C -1.222 -1.727 3.915
C -1.129 -1.230 2.626
N -0.386 -0.145 2.387
H 4.975 -0.266 0.348
H 4.744 -1.324 -1.884
H 2.459 -1.420 -2.930
H 0.558 -0.467 -1.704
H 0.717 0.592 5.478
H -0.654 -1.453 5.965
H -1.815 -2.612 4.097
H -1.628 -1.681 1.780
O -3.609 2.793 1.912
C -3.490 1.900 1.135
N -2.237 1.279 0.790
C -2.458 0.354 -0.113
O -1.365 -0.231 -0.512
C -3.865 0.208 -0.467
C -4.552 -0.613 -1.336
C -5.934 -0.442 -1.402
C -6.579 0.514 -0.627
C -5.873 1.343 0.250
C -4.512 1.172 0.312
H -4.050 -1.355 -1.942
H -6.516 -1.062 -2.071
H -7.653 0.621 -0.707
H -6.375 2.090 0.851
I 1.614 4.040 -0.217
C -0.060 2.806 -0.060
H -0.009 1.993 -0.912
H -0.972 3.389 -0.151
*
```

Properties
* LUMO: -7.73 eV
* energy above the lowest of the compared OMol25 structures with the same formula, charge and spin: 0.0988 eV

***

Entry 4:
A 2-piece molecular cluster, C19H14N3O3 overall. Source: the OMol25 dataset; level of theory: wB97M-V/def2-TZVPD.

Geometry as ORCA input:
```
! RIJCOSX wB97M-V def2-TZVPD def2/J DEFGRID3
* xyz -1 1
C -1.231 0.781 -1.477
C -1.937 -0.341 -1.539
N -2.562 -1.350 -1.585
C -1.606 1.920 -0.732
C -0.791 3.067 -0.699
C -1.157 4.167 0.030
C -2.348 4.175 0.757
C -2.722 5.293 1.495
N -3.041 6.229 2.110
C -3.163 3.044 0.732
C -2.804 1.940 0.007
H -0.305 0.804 -2.021
H 0.132 3.070 -1.253
H -0.530 5.042 0.057
H -4.079 3.056 1.299
H -3.433 1.066 -0.005
C 2.206 1.724 2.686
C 1.039 1.093 2.005
C 1.320 0.023 1.048
C 0.605 -1.105 0.980
C 0.896 -2.202 0.067
C 0.129 -3.369 0.088
C 0.392 -4.403 -0.781
C 1.427 -4.303 -1.689
N 1.713 -5.393 -2.620
O 2.652 -5.254 -3.414
O 1.010 -6.409 -2.574
C 2.199 -3.162 -1.717
C 1.943 -2.126 -0.853
O -0.089 1.451 2.252
H 3.135 1.239 2.384
H 2.272 2.784 2.446
H 2.107 1.628 3.768
H 2.162 0.159 0.394
H -0.215 -1.233 1.667
H -0.681 -3.452 0.791
H -0.200 -5.302 -0.779
H 3.000 -3.106 -2.435
H 2.556 -1.244 -0.889
*
```

Properties
* LUMO: 1.06 eV

***

Entry 5:
One molecule with the formula C19H14N4O5S. Source: the OMol25 dataset; level of theory: wB97M-V/def2-TZVPD.

Geometry as ORCA input:
```
! RIJCOSX wB97M-V def2-TZVPD def2/J DEFGRID3
* xyz 0 1
O 0.253 0.860 4.456
O -0.692 0.918 -2.885
O 1.035 2.140 -2.488
N -3.419 2.618 2.213
N -1.720 0.915 5.569
O 0.258 1.306 0.564
O 2.506 -3.180 -4.012
S -4.412 0.097 6.315
C -0.929 1.202 4.484
C -5.579 0.354 5.112
C 2.427 1.118 1.035
C 1.794 1.889 2.031
C 1.480 0.729 0.156
C 0.471 1.953 1.694
C -1.490 2.051 3.422
C -4.967 1.107 4.073
C -2.809 2.115 3.330
C -3.117 0.782 5.270
C 2.740 -2.363 -1.890
C 2.486 -1.477 -0.752
C 1.392 -1.033 -3.261
C 2.202 -2.160 -3.118
C 1.741 -0.253 -0.944
C 1.150 -0.171 -2.234
C -0.594 2.604 2.332
N 0.434 1.022 -2.597
N -3.585 1.320 4.177
C 2.314 -2.752 -6.386
C 1.671 -3.350 -5.147
H -2.702 2.518 1.431
H -6.575 0.024 5.261
H 3.597 0.991 1.006
H 2.276 2.251 3.005
H -5.553 1.276 3.123
H 3.468 -3.160 -1.753
H 2.985 -1.670 0.233
H 0.917 -0.747 -4.193
H -1.061 3.348 1.744
H 2.136 -1.682 -6.461
H 3.403 -2.851 -6.393
H 1.961 -3.277 -7.243
H 0.537 -2.964 -4.937
H 1.570 -4.420 -5.341
*
```

Properties
* LUMO: -2.08 eV
* energy above the lowest of the compared OMol25 structures with the same formula, charge and spin: 1.4734 eV

***

Entry 6:
One molecule with the formula C19H14N6O4. Source: the OMol25 dataset; level of theory: wB97M-V/def2-TZVPD.

Geometry as ORCA input:
```
! RIJCOSX wB97M-V def2-TZVPD def2/J DEFGRID3
* xyz 0 1
O 1.217 -4.673 -2.816
O -2.781 -2.820 -2.441
O -0.392 -4.402 0.915
N -0.522 -0.431 1.854
N -1.547 2.398 3.746
O 0.668 1.392 -0.352
C 0.505 -3.861 -2.193
C -1.641 -2.858 -2.009
C -0.351 -3.187 0.944
C -0.843 -1.436 2.648
C -1.415 1.128 3.526
C -0.984 2.985 2.639
C -1.417 -1.234 3.967
C -1.756 0.048 4.391
C 0.142 2.340 0.495
C 0.399 3.601 0.025
C -0.546 2.044 1.744
C 2.513 2.538 -3.409
C 2.359 3.901 -3.187
C 1.967 1.630 -2.506
C 1.653 4.372 -2.083
C 1.230 2.106 -1.411
C 1.104 3.458 -1.193
N -0.828 -3.833 -2.511
N -0.755 -2.739 2.206
N -0.825 0.835 2.315
N 0.968 -3.178 -1.114
C -1.086 -1.798 -1.092
C 0.090 -2.375 -0.253
H -0.861 4.054 2.507
H -1.619 -2.104 4.592
H -2.165 0.254 5.385
H 0.085 4.545 0.464
H 3.090 2.148 -4.233
H 2.859 4.615 -3.852
H 2.111 0.567 -2.639
H 1.626 5.411 -1.827
H -1.129 -4.333 -3.322
H -0.969 -3.514 2.858
H 1.741 -3.696 -0.637
H -1.843 -1.394 -0.450
H -0.749 -0.997 -1.746
H 0.696 -1.506 0.056
*
```

Properties
* LUMO: -0.56 eV
* energy above the lowest of the compared OMol25 structures with the same formula, charge and spin: 0.0000 eV

***

Entry 7:
C19H14N7O4S2SeTi as an isolated structure. Source: the OMol25 dataset; level of theory: wB97M-V/def2-TZVPD.

Geometry as ORCA input:
```
! RIJCOSX wB97M-V def2-TZVPD def2/J DEFGRID3
* xyz 3 1
Ti -0.322 -0.176 0.118
O 1.612 0.607 3.896
C 0.925 0.587 2.804
O 0.942 -0.324 1.967
C 0.061 1.768 2.537
C -0.119 2.903 3.307
C -1.021 3.864 2.843
C -1.678 3.680 1.629
C -1.386 2.531 0.911
N -0.565 1.597 1.374
C -1.879 2.181 -0.456
O -2.737 2.662 -1.094
O -1.101 1.092 -0.915
H 2.176 -0.184 3.999
H 0.423 3.032 4.235
H -1.198 4.761 3.423
H -2.374 4.409 1.234
N -1.717 -0.449 3.470
C -1.710 -1.542 2.657
N -1.471 -1.478 1.343
C -1.641 -2.755 0.771
C -1.854 -3.749 1.653
S -1.984 -3.117 3.249
C -1.627 -2.756 -0.679
C -2.101 -3.647 -1.567
S -1.977 -3.013 -3.172
C -1.307 -1.556 -2.553
N -1.161 -1.559 -1.221
N -0.946 -0.542 -3.344
H -2.211 0.351 3.098
H -1.947 -0.616 4.441
H -1.986 -4.802 1.462
H -2.546 -4.612 -1.382
H -1.140 -0.589 -4.333
H -0.859 0.381 -2.947
Se 2.239 -2.265 -0.234
N 1.473 -0.631 -0.659
C 2.164 -0.095 -1.681
C 1.953 1.156 -2.295
C 2.789 1.519 -3.316
C 3.856 0.694 -3.792
C 4.097 -0.511 -3.224
C 3.252 -0.934 -2.145
N 3.416 -2.076 -1.520
H 1.173 1.829 -1.964
H 2.646 2.484 -3.787
H 4.470 1.057 -4.604
H 4.898 -1.167 -3.535
*
```

Properties
* LUMO: -11.18 eV
* energy above the lowest of the compared OMol25 structures with the same formula, charge and spin: 0.3973 eV

***

Entry 8:
C19H15AsCl6MoN3O2 as an isolated structure. Source: the OMol25 dataset; level of theory: wB97M-V/def2-TZVPD.

Geometry as ORCA input:
```
! RIJCOSX wB97M-V def2-TZVPD def2/J DEFGRID3
* xyz 1 3
Mo 0.023 0.222 0.423
C 2.279 1.006 4.447
As 1.065 1.907 3.280
C 2.048 3.159 2.218
C -0.248 2.833 4.309
O 0.284 0.718 2.367
H 2.664 1.709 5.184
H 3.103 0.597 3.865
H 1.744 0.200 4.946
H 2.707 3.720 2.881
H 1.360 3.840 1.720
H 2.645 2.627 1.478
H 0.249 3.460 5.048
H -0.877 2.096 4.803
H -0.856 3.446 3.646
Cl -2.357 2.136 1.831
C -1.297 2.997 0.762
C -0.319 2.289 0.070
C 0.493 3.014 -0.787
Cl 1.750 2.157 -1.627
C 0.373 4.389 -0.965
Cl 1.422 5.230 -2.023
C -0.611 5.072 -0.248
Cl -0.776 6.764 -0.426
C -1.453 4.373 0.621
Cl -2.651 5.210 1.516
Cl 0.142 -0.921 -1.923
C 0.975 -2.306 -1.204
C 0.779 -3.559 -1.744
C 1.389 -4.636 -1.117
C 2.151 -4.434 0.025
C 2.323 -3.160 0.541
C 1.747 -2.053 -0.079
C 1.931 -0.656 0.427
H 0.160 -3.692 -2.621
H 1.255 -5.631 -1.517
H 2.615 -5.278 0.519
H 2.922 -3.011 1.431
H 2.546 -0.065 -0.259
H 2.384 -0.656 1.418
O -1.184 -1.178 1.055
N -2.449 -1.510 1.235
C -3.363 -0.979 0.491
C -3.059 -0.060 -0.570
N -2.744 0.668 -1.403
C -4.727 -1.345 0.736
N -5.829 -1.611 0.911
*
```

Properties
* LUMO (spin up / spin down): -4.04 / -4.04 eV
* energy above the lowest of the compared OMol25 structures with the same formula, charge and spin: 0.4653 eV
* ⟨S²⟩: 2.028

***

Entry 9:
C19H15BF4N3O3RuS as an isolated structure. Source: the OMol25 dataset; level of theory: wB97M-V/def2-TZVPD.

Geometry as ORCA input:
```
! RIJCOSX wB97M-V def2-TZVPD def2/J DEFGRID3
* xyz 0 2
Ru 1.043 -0.444 0.694
O -3.327 -0.176 -0.380
C -3.352 1.171 -0.476
C -4.594 1.773 -0.674
C -4.697 3.145 -0.777
C -3.564 3.952 -0.683
C -2.333 3.362 -0.487
C -2.202 1.973 -0.385
C -0.873 1.371 -0.163
O -0.803 0.074 -0.113
N 0.180 2.142 -0.055
N 1.309 1.355 0.187
C 2.487 1.862 -0.079
C 3.730 1.246 0.176
C 4.891 1.927 -0.283
C 6.138 1.437 -0.057
C 6.281 0.228 0.665
C 5.199 -0.449 1.145
C 3.880 0.025 0.922
O 2.897 -0.630 1.444
H -2.406 -0.427 -0.157
H -5.465 1.135 -0.735
H -5.670 3.595 -0.925
H -3.649 5.027 -0.759
H -1.438 3.962 -0.408
H 2.468 2.860 -0.508
H 4.758 2.854 -0.827
H 7.012 1.961 -0.417
H 7.274 -0.168 0.842
H 5.303 -1.370 1.703
S 1.494 -2.138 -0.767
C -0.199 -2.546 -1.002
N -0.765 -3.321 -0.055
C -2.063 -3.661 -0.046
C -2.881 -3.253 -1.065
C -2.337 -2.464 -2.076
C -1.001 -2.113 -2.049
H -0.212 -3.522 0.790
H -2.395 -4.229 0.809
H -3.926 -3.520 -1.056
H -2.968 -2.109 -2.880
H -0.564 -1.478 -2.805
F 0.001 -3.319 2.335
B -0.566 -2.099 2.792
F 0.514 -1.114 2.793
F -1.494 -1.698 1.820
F -1.115 -2.187 4.034
*
```

Properties
* LUMO (spin up / spin down): -1.68 / -1.60 eV
* energy above the lowest of the compared OMol25 structures with the same formula, charge and spin: 0.8256 eV
* ⟨S²⟩: 0.769

***

Entry 10:
C19H15BrCl2NNiO2S as an isolated structure. Source: the OMol25 dataset; level of theory: wB97M-V/def2-TZVPD.

Geometry as ORCA input:
```
! RIJCOSX wB97M-V def2-TZVPD def2/J DEFGRID3
* xyz -1 3
Ni 0.487 -0.534 -0.184
Br 1.178 -0.538 2.465
C -0.541 0.075 3.007
C -0.741 0.229 4.344
C -2.001 0.689 4.794
C -2.983 0.963 3.892
C -2.773 0.792 2.497
C -3.813 1.061 1.574
C -3.597 0.867 0.242
C -2.341 0.415 -0.226
C -1.272 0.151 0.599
C -1.518 0.335 2.000
H 0.050 0.010 5.047
H -2.174 0.819 5.856
H -3.952 1.317 4.227
H -4.766 1.420 1.946
H -4.392 1.071 -0.468
H -2.216 0.297 -1.300
Cl 3.058 0.140 -0.368
C 3.184 1.456 -1.524
C 4.469 1.854 -1.834
C 4.659 2.902 -2.720
C 3.544 3.519 -3.263
C 2.273 3.092 -2.926
Cl 0.936 3.939 -3.667
C 2.006 2.031 -2.033
S 0.408 1.530 -1.609
H 5.308 1.340 -1.385
H 5.657 3.229 -2.980
H 3.649 4.341 -3.959
N -0.511 -2.587 0.439
C -0.175 -3.809 -0.302
C -0.383 -3.591 -1.794
C 0.673 -2.695 -2.439
O 1.181 -3.071 -3.492
O 0.974 -1.616 -1.812
H -0.437 -2.728 1.440
H -1.472 -2.319 0.258
H -0.777 -4.659 0.037
H 0.872 -4.050 -0.107
H -1.372 -3.143 -1.953
H -0.364 -4.546 -2.317
*
```

Properties
* LUMO (spin up / spin down): 2.51 / 2.50 eV
* energy above the lowest of the compared OMol25 structures with the same formula, charge and spin: 0.4246 eV
* ⟨S²⟩: 2.007

***

Entry 11:
C19H15CaN3O2Te as an isolated structure. Source: the OMol25 dataset; level of theory: wB97M-V/def2-TZVPD.

Geometry as ORCA input:
```
! RIJCOSX wB97M-V def2-TZVPD def2/J DEFGRID3
* xyz 0 1
Ca -1.389 0.058 -0.762
O -1.454 -3.910 -1.624
C -0.121 -4.064 -1.812
C 0.465 -5.326 -1.793
C 1.835 -5.466 -1.911
C 2.645 -4.349 -2.038
C 2.073 -3.094 -2.090
C 0.692 -2.934 -1.996
C 0.096 -1.585 -2.080
O -1.146 -1.427 -2.143
N 0.982 -0.579 -2.058
N 0.348 0.595 -2.047
C 0.983 1.709 -2.038
C 0.192 2.914 -1.957
C 0.760 4.195 -2.022
C -0.068 5.300 -1.997
C -1.443 5.115 -1.914
C -1.917 3.816 -1.821
N -1.138 2.750 -1.832
H -1.873 -4.777 -1.532
H -0.158 -6.205 -1.679
H 2.268 -6.456 -1.891
H 3.715 -4.459 -2.100
H 2.662 -2.196 -2.200
H 2.074 1.771 -2.087
H 1.832 4.308 -2.092
H 0.341 6.297 -2.056
H -2.123 5.954 -1.920
H -2.983 3.617 -1.748
Te 0.393 0.780 1.334
C -0.358 0.719 3.330
C -0.202 1.844 4.127
C -0.563 1.833 5.460
C -1.082 0.681 6.025
C -1.241 -0.450 5.243
C -0.883 -0.428 3.907
H 0.211 2.743 3.694
H -0.431 2.723 6.060
H -1.355 0.665 7.068
H -1.632 -1.358 5.683
H -1.011 -1.324 3.311
*
```

Properties
* LUMO: -0.51 eV

***

Here are the calculated DFT total energy numbers, same order: -4402.123106; -1301.634088; -6237.871523; -1122.345356; -1725.511888; -1361.970085; -5463.201804; -6112.552630; -2040.649362; -6339.261944; -1993.433448 (a.u.).